No. 1
12
Properties=species:S:1:pos:R:3:mulliken_charge:R:1 method="wB97M-V/def2-TZVPD" e_lumo_ev=0.35 gap_ev=8.9 multiplicity=1 e_homo_ev=-8.554 charge=0
N 0.99 -0.23 0.00 0.19
C 2.24 -0.70 0.00 -0.15
H -1.15 1.38 0.91 0.31
H 0.84 0.81 0.00 0.25
H -2.66 1.00 0.00 0.29
N -0.06 -1.10 0.00 -0.65
H 2.27 -1.78 -0.02 0.33
H -2.03 -1.31 0.00 0.40
S 3.59 0.25 0.00 -0.33
C -1.59 0.87 -0.01 -1.13
H -1.19 1.38 -0.88 0.34
C -1.24 -0.59 0.00 0.15

No. 2
35
Properties=species:S:1:pos:R:3:mulliken_charge:R:1 method="wB97M-V/def2-TZVPD" e_lumo_ev="0.18 / -1.65" gap_ev="8.4 / 6.0" multiplicity=2 e_homo_ev="-8.212 / -7.684" charge=0
H -1.51 3.60 -1.91 0.15
N -2.87 1.64 -1.63 -0.35
H 2.39 -2.78 -2.37 0.17
O -1.16 -0.26 2.56 -0.69
N -2.21 1.45 3.47 -0.43
H -0.11 2.89 -1.13 0.20
H -2.17 2.36 3.91 0.15
O -0.50 -1.89 -1.72 -0.54
H -3.40 0.81 -1.41 0.21
N 2.60 0.83 0.71 -0.42
H 3.58 1.01 0.86 0.12
C 0.43 -2.14 -2.43 0.48
H 4.18 -0.68 0.29 0.13
H 0.82 0.93 3.36 0.25
N -1.08 2.84 -1.40 -0.40
Ag -1.00 -1.26 0.52 1.10
H 1.31 -2.42 -4.13 0.16
N -0.05 1.42 3.47 -0.44
N 0.54 -1.96 -3.66 -0.39
H 1.91 1.55 0.84 0.24
H -0.16 2.14 4.17 0.15
H 3.14 -2.14 -0.01 0.25
H 1.34 -3.31 -1.12 0.14
H -3.05 1.10 3.03 0.27
H -0.28 -1.56 -4.08 0.29
C 2.30 -0.38 0.46 0.50
Cl -3.61 -1.54 0.15 -0.56
O 1.16 -0.64 0.28 -0.40
C -1.16 0.78 3.15 0.70
N 3.31 -1.19 0.29 -0.39
Cl 0.11 -3.59 1.05 -0.52
O -1.26 0.88 -0.42 -0.37
N 1.48 -2.73 -1.94 -0.35
H -3.23 2.43 -2.14 0.14
C -1.78 1.80 -1.04 0.45

No. 3
14
Properties=species:S:1:pos:R:3:mulliken_charge:R:1 method="wB97M-V/def2-TZVPD" e_lumo_ev=0.90 gap_ev=9.3 multiplicity=1 e_homo_ev=-8.419 charge=0
H -0.55 -0.83 -2.53 0.31
H -0.06 2.28 2.76 0.29
C -0.30 1.99 1.75 -0.68
C 0.01 -0.78 -0.49 0.64
C 0.17 -1.34 -1.89 -1.15
O -0.30 -1.74 0.44 -0.56
C 0.34 0.93 1.24 -0.28
C 0.10 0.51 -0.17 -0.55
H 0.42 1.17 -0.96 0.33
H 0.73 0.14 1.87 0.38
H -0.78 2.64 1.03 0.29
H 1.18 -1.13 -2.24 0.30
H 0.00 -2.41 -1.86 0.32
H -0.98 -1.42 1.04 0.36

Record-wise max |F| values, in Eh/bohr: 0.0329 0.1404 0.0488
Record-wise M values, in g/mol: 102.16 419.00 84.12
Record-wise energy above the lowest of the compared OMol25 structures with the same formula, charge and spin values, in kJ/mol: 156.3 286.5 164.9